# C3H6O2

The molecule C3H6O2 (wB97M-V/def2-TZVPD, OMol25).

ORCA input file:
```
! wB97M-V def2-TZVPD RIJCOSX def2/J DEFGRID3
* xyz 0 1
O 2.67 0.38 0.19
C 1.49 0.51 -0.02
C 0.50 -0.63 0.04
C -0.93 -0.16 0.25
O -1.29 0.59 -0.89
H 1.06 1.50 -0.29
H 0.55 -1.17 -0.92
H 0.81 -1.33 0.82
H -1.59 -1.03 0.39
H -1.00 0.44 1.17
H -2.17 0.96 -0.74
*
```

Properties
- highest occupied orbital energy (eV) = -9.69
- structure (SMILES) = O=CCCO
- LUMO level (Eh) = 0.02679

Atomic charges from the Löwdin analysis, expressed in e, are listed below: O 0.045; C -0.258; C -0.145; C -0.285; O -0.070; H 0.127; H 0.131; H 0.125; H 0.117; H 0.121; H 0.092



# C3H6O2

The molecule C3H6O2 (wB97M-V/def2-TZVPD, OMol25).

ORCA input file:
```
! wB97M-V def2-TZVPD RIJCOSX def2/J DEFGRID3
* xyz 0 1
O -1.66 0.30 0.47
C -0.80 -0.31 -0.40
C 0.35 -1.14 -0.02
C 0.65 0.30 -0.33
O 0.83 1.08 0.85
H -1.06 0.81 1.05
H -1.24 -0.48 -1.39
H 0.38 -1.33 1.05
H 0.72 -1.92 -0.67
H 0.49 0.79 -1.25
H 1.33 1.89 0.65
*
```

Properties
- highest occupied orbital energy (eV) = -8.50
- structure (SMILES) = O[C@@H]1C[C@@H]1O
- LUMO level (Eh) = 0.02864

Atomic charges from the Löwdin analysis, expressed in e, are listed below: O -0.007; C -0.346; C -0.052; C -0.263; O -0.036; H 0.085; H 0.150; H 0.126; H 0.104; H 0.132; H 0.106



# C3H6O2

A cluster of 2 separate species, C3H6O2 in total (wB97M-V/def2-TZVPD, OMol25).

ORCA input file:
```
! wB97M-V def2-TZVPD RIJCOSX def2/J DEFGRID3
* xyz 0 1
O 2.07 -0.67 -0.67
C -0.66 0.53 -0.43
O -1.30 1.33 -1.07
C -0.88 -0.09 0.83
C 0.22 -0.91 1.33
H 0.46 0.55 -0.62
H -0.08 -1.94 1.56
H -1.46 0.42 1.60
H 0.74 -0.59 2.24
H 0.91 -0.95 0.49
H 2.40 -0.51 -1.56
*
```

Properties
- highest occupied orbital energy (eV) = -8.90
- LUMO level (Eh) = -0.12933

Atomic charges from the Löwdin analysis, expressed in e, are listed below: O -0.303; C -0.246; O 0.125; C 0.059; C -0.087; H 0.137; H 0.123; H 0.132; H 0.109; H -0.002; H -0.046



# C3H6O2S

The molecule C3H6O2S (wB97M-V/def2-TZVPD, OMol25).

ORCA input file:
```
! wB97M-V def2-TZVPD RIJCOSX def2/J DEFGRID3
* xyz 0 1
O 1.46 0.79 -0.13
C 0.91 -0.55 -0.30
C -0.39 -0.68 0.49
C -1.40 0.38 0.13
O -0.94 1.64 0.19
S -2.98 0.10 -0.24
H 1.97 0.98 -0.90
H 1.64 -1.24 0.08
H 0.75 -0.74 -1.42
H -0.21 -0.63 1.54
H -0.85 -1.63 0.31
H 0.03 1.59 0.25
*
```

Properties
- highest occupied orbital energy (eV) = -8.50
- structure (SMILES) = OCCC(O)=S
- LUMO level (Eh) = 0.01440

Atomic charges from the Löwdin analysis, expressed in e, are listed below: O -0.075; C -0.185; C -0.179; C -0.877; O -0.009; S 0.689; H 0.090; H 0.106; H 0.153; H 0.124; H 0.098; H 0.066



# C3H6O2S

A structure of composition C3H6O2S (wB97M-V/def2-TZVPD, OMol25).

ORCA input file:
```
! wB97M-V def2-TZVPD RIJCOSX def2/J DEFGRID3
* xyz 0 1
C 0.00 0.62 -1.19
C 0.77 0.17 0.12
C -0.07 -0.54 1.20
H -1.23 2.37 -0.96
H 0.60 1.08 -1.92
H -0.61 -0.31 -1.52
H 0.61 -0.68 2.11
H -0.94 0.06 1.55
H 0.17 -2.69 0.67
O -1.16 1.20 -0.87
O -0.41 -1.67 0.33
S 2.26 0.39 0.48
*
```

Properties
- highest occupied orbital energy (eV) = -8.27
- LUMO level (Eh) = 0.00801

Atomic charges from the Löwdin analysis, expressed in e, are listed below: C -0.325; C -0.790; C -0.299; H 0.237; H 0.095; H 0.153; H 0.103; H 0.118; H 0.259; O -0.145; O -0.190; S 0.784



# C3H6O2S2

The molecule C3H6O2S2 (wB97M-V/def2-TZVPD, OMol25).

ORCA input file:
```
! wB97M-V def2-TZVPD RIJCOSX def2/J DEFGRID3
* xyz 0 1
O -1.03 1.50 -1.19
C -1.11 0.41 -0.76
C -0.04 -0.33 0.04
S 0.20 -2.06 -0.40
S -0.74 -0.04 1.74
C 1.37 0.37 0.02
O 1.32 1.65 0.42
H -1.87 -0.34 -0.80
H -1.13 -2.25 -0.15
H -1.73 -1.13 1.61
H 1.93 0.16 -0.96
H 2.07 -0.21 0.60
H 0.77 2.27 -0.17
*
```

Properties
- highest occupied orbital energy (eV) = -9.62
- structure (SMILES) = O=CC(S)(S)CO
- LUMO level (Eh) = 0.00974

Atomic charges from the Löwdin analysis, expressed in e, are listed below: O 0.089; C -0.385; C -1.073; S 0.781; S 0.774; C -0.411; O -0.070; H 0.082; H -0.119; H -0.052; H 0.141; H 0.103; H 0.139



# C3H6O2S2

The molecule C3H6O2S2 (wB97M-V/def2-TZVPD, OMol25).

ORCA input file:
```
! wB97M-V def2-TZVPD RIJCOSX def2/J DEFGRID3
* xyz 0 1
O -2.04 -1.97 -0.26
C -2.18 -0.84 0.00
O -3.47 -0.22 0.18
C -0.90 0.02 0.18
C 0.21 -0.62 -0.63
S 1.89 -0.18 -0.03
S 2.10 1.79 0.37
H -4.01 -0.78 -0.44
H -0.55 -0.25 1.24
H -1.00 1.11 0.02
H 0.23 -1.70 -0.49
H 0.14 -0.13 -1.68
H 2.70 2.15 -0.76
*
```

Properties
- highest occupied orbital energy (eV) = -9.22
- structure (SMILES) = O=C(O)CCSS
- LUMO level (Eh) = 0.01959

Atomic charges from the Löwdin analysis, expressed in e, are listed below: O 0.127; C -0.478; O 0.039; C -0.191; C -0.557; S 0.401; S 0.310; H 0.123; H 0.141; H 0.113; H 0.070; H 0.112; H -0.210



# C3H6O2S2

A cluster of 2 separate species, C3H6O2S2 in total (wB97M-V/def2-TZVPD, OMol25).

ORCA input file:
```
! wB97M-V def2-TZVPD RIJCOSX def2/J DEFGRID3
* xyz 0 1
C -0.59 0.70 0.43
C 1.38 2.00 0.82
C -0.44 -1.72 -1.33
O -1.49 1.49 0.24
O 0.62 0.77 0.86
S -2.11 -3.25 0.73
S -0.81 -1.82 0.52
H 1.64 2.37 -0.22
H 2.21 1.76 1.40
H 0.73 2.71 1.27
H -1.24 -1.11 -1.58
H -0.36 -2.69 -1.96
H 0.46 -1.20 -1.18
*
```

Properties
- highest occupied orbital energy (spin up / spin down) (eV) = -8.13 / -7.98
- LUMO level (spin up / spin down) (Eh) = -0.01837 / -0.04075

Atomic charges from the Löwdin analysis, expressed in e, are listed below: C -0.445; C 0.000; C -0.352; O 0.095; O -0.076; S 0.087; S 0.330; H 0.130; H 0.075; H 0.081; H -0.005; H 0.097; H -0.017



# C3H6O3

The molecule C3H6O3 (wB97M-V/def2-TZVPD, OMol25).

ORCA input file:
```
! wB97M-V def2-TZVPD RIJCOSX def2/J DEFGRID3
* xyz 0 1
C 0.99 -1.19 0.20
C 0.15 -0.17 0.08
C -1.32 -0.20 0.44
O -2.12 0.65 -0.35
O 0.53 1.07 -0.38
O 1.95 1.04 -0.60
H 0.65 -2.11 0.66
H 2.00 -1.13 -0.16
H -1.45 -0.01 1.51
H -1.68 -1.21 0.24
H -1.72 1.53 -0.35
H 2.02 1.73 -1.27
*
```

Properties
- highest occupied orbital energy (eV) = -9.02
- structure (SMILES) = C=C(CO)OO
- LUMO level (Eh) = 0.02709

Atomic charges from the Löwdin analysis, expressed in e, are listed below: C 0.064; C -0.340; C -0.199; O -0.044; O -0.062; O 0.001; H 0.069; H 0.058; H 0.128; H 0.128; H 0.084; H 0.114



# C3H6O3

The molecule C3H6O3 (wB97M-V/def2-TZVPD, OMol25).

ORCA input file:
```
! wB97M-V def2-TZVPD RIJCOSX def2/J DEFGRID3
* xyz 0 1
O 0.23 1.46 -0.86
C 0.06 0.40 -0.28
C 1.16 -0.40 0.31
O 2.38 0.05 -0.18
C -1.24 -0.29 -0.05
O -2.28 0.63 0.10
H 1.23 -0.48 1.39
H 0.55 -1.49 0.24
H 2.17 0.77 -0.82
H -0.84 -1.14 0.73
H -1.55 -1.02 -0.80
H -1.89 1.52 0.21
*
```

Properties
- highest occupied orbital energy (eV) = -10.35
- structure (SMILES) = O=C(CO)CO
- LUMO level (Eh) = 0.02163

Atomic charges from the Löwdin analysis, expressed in e, are listed below: O 0.106; C -0.395; C -0.229; O -0.014; C -0.225; O -0.011; H 0.133; H 0.162; H 0.098; H 0.142; H 0.134; H 0.102



Quick rundown of ΔE to the lowest compared entry with this formula, charge and spin, same order as above: 110.3; 287.9; 649.3; 95.6; 473.1; 216.0; 86.2; 374.0; 428.4; 288.2 kJ/mol
Quick rundown of maximum force, same order as above: 0.49; 2.15; 2.50; 1.56; 9.05; 3.18; 3.72; 3.56; 0.40; 3.28 eV Å⁻¹